Record 1
# C7H14AlB2F9OS

A structure of composition C7H14AlB2F9OS at a distorted geometry (the ωB97M-V functional and the def2-TZVPD basis, the Open Molecules 2025 dataset).

The geometry in XYZ format:
```
35
Properties=species:S:1:pos:R:3:nbo_charge:R:1
B -3.234 -2.784 0.660 1.2118
C -4.075 -1.477 0.602 -0.9644
H -4.649 -1.448 -0.324 0.3270
H 1.727 -1.014 -0.204 0.2200
F 3.656 5.263 -1.707 -0.4220
F 0.987 3.453 0.768 -0.3020
C 1.380 2.992 -0.410 0.4519
C 1.264 -0.708 0.734 -0.4075
F 3.430 4.150 0.205 -0.4520
H -2.395 -1.289 -1.253 0.0279
H -2.560 -4.470 1.504 0.5586
H -0.102 -1.665 -1.237 0.3306
H 1.036 1.189 1.706 0.2580
H -0.788 -0.961 1.355 0.2248
H 0.275 -2.366 1.655 0.1866
F 3.462 3.049 -1.767 -0.4613
C 0.001 -1.582 0.937 -0.3949
C -0.462 -2.246 -0.375 -0.6526
O -3.273 -3.827 1.409 -0.8160
F 1.745 5.422 -0.573 -0.4461
C 0.920 0.782 0.704 -0.4678
H 0.077 -3.226 -0.464 0.0712
S 2.618 4.243 -1.150 2.3928
H -4.675 -1.585 1.513 0.3451
H -0.087 0.970 0.334 0.2184
H 1.979 -0.919 1.527 0.2369
C 1.878 1.533 -0.205 0.6421
F 3.102 1.497 0.344 -0.3070
B -2.002 -2.305 -0.793 0.0305
F 1.904 0.909 -1.409 -0.3288
H -3.466 -0.576 0.632 0.3160
H -2.453 -3.228 -1.463 0.1246
Al 0.664 -5.008 0.432 1.0023
F 0.309 2.906 -1.190 -0.3059
F 1.808 4.328 -2.499 -0.4488
```

- Orbital gap: 5.22 eV
- Net charge: +2
- Energy: -1938.67413 hartree



Record 2
# C7H14BBrN3O3

A cluster of 2 separate species, C7H14BBrN3O3 in total at a distorted geometry (the ωB97M-V functional and the def2-TZVPD basis, the Open Molecules 2025 dataset).

The geometry in XYZ format:
```
29
Properties=species:S:1:pos:R:3:nbo_charge:R:1
H 3.398 -1.988 2.810 0.4016
B 2.524 -0.358 1.937 1.2353
H -1.911 0.686 -0.792 0.2196
Br -2.176 -3.081 1.629 0.2260
C -0.852 -1.845 1.942 0.0231
O -0.087 0.404 -2.813 -0.5155
C -2.345 1.148 -3.529 -0.7458
H 3.659 -1.959 1.202 0.4216
C 0.111 0.028 2.631 0.2928
H 3.205 1.403 2.480 0.5325
H -0.417 2.322 -2.059 0.1866
O -0.931 -0.380 -4.677 -0.5410
H -3.073 0.512 -3.025 0.2426
H -0.465 -0.156 -0.253 0.1915
N 1.048 -0.735 2.067 -0.5510
H 1.008 -2.694 1.133 0.2678
H 0.980 1.446 -1.478 0.1966
H -1.917 -0.308 2.958 0.4621
O 2.741 0.968 1.753 -0.8948
H -2.214 2.062 -2.955 0.2159
H -2.740 1.413 -4.506 0.2606
H -0.786 1.510 0.293 0.2028
C 0.457 -1.909 1.624 -0.0638
C -1.081 0.351 -3.745 0.7924
H 0.287 1.002 3.061 0.2630
C -0.856 0.819 -0.550 -0.6366
C -0.073 1.338 -1.740 -0.0697
N 3.546 -1.366 2.019 -1.1376
N -1.037 -0.635 2.581 -0.4787
```

- Orbital gap: 8.64 eV
- Net charge: +1
- Energy: -3263.85145 hartree